Entry 1:
Molecular formula: C15H41ClO19PS6
Method: DFT, ωB97M-V/def2-TZVPD

```
83
Properties=species:S:1:pos:R:3:lowdin_charge:R:1
O 0.267 3.545 0.657 -0.435
S -0.176 2.224 0.245 0.165
O -0.024 1.210 1.278 -0.415
O 0.324 1.800 -1.064 -0.445
P -2.309 2.268 -0.251 0.447
O -2.814 0.977 0.610 -0.408
Cl -3.120 3.801 0.868 0.157
H -2.507 0.193 0.140 0.041
O 1.633 -2.781 -2.505 -0.288
S 0.824 -3.234 -1.410 0.559
O -0.353 -2.519 -1.045 -0.257
O 1.746 -3.467 -0.153 -0.264
C 2.643 -2.399 0.275 -0.235
C 1.941 -1.297 1.033 -0.069
C 0.399 -4.924 -1.675 -0.124
H 3.178 -2.012 -0.594 0.111
H 3.371 -2.904 0.907 0.116
H 1.278 -0.717 0.391 0.057
H 2.674 -0.610 1.453 0.091
H 1.340 -1.704 1.845 0.078
H 1.300 -5.479 -1.922 0.070
H -0.305 -4.950 -2.504 0.073
H -0.066 -5.309 -0.772 0.071
O -4.421 2.068 -2.911 -0.296
S -4.579 2.312 -4.306 0.558
O -5.065 3.576 -4.769 -0.279
O -5.485 1.153 -4.928 -0.267
C -6.736 0.882 -4.269 -0.260
C -7.808 1.898 -4.612 -0.077
C -3.088 1.915 -5.144 -0.118
H -6.573 0.821 -3.192 0.114
H -7.026 -0.109 -4.615 0.118
H -7.570 2.877 -4.199 0.072
H -8.767 1.576 -4.205 0.077
H -7.899 2.007 -5.693 0.081
H -2.755 0.934 -4.818 0.077
H -2.360 2.673 -4.864 0.082
H -3.270 1.936 -6.215 0.071
O 0.981 -4.481 -7.279 -0.283
S 2.244 -4.116 -6.709 0.574
O 3.335 -3.787 -7.577 -0.282
O 2.703 -5.291 -5.733 -0.265
C 2.690 -6.631 -6.260 -0.261
C 3.884 -6.919 -7.148 -0.076
C 2.038 -2.872 -5.494 -0.124
H 1.749 -6.806 -6.784 0.111
H 2.704 -7.276 -5.383 0.118
H 3.841 -6.341 -8.069 0.071
H 3.905 -7.979 -7.407 0.078
H 4.811 -6.660 -6.637 0.083
H 1.245 -3.164 -4.819 0.053
H 1.776 -1.954 -6.016 0.085
H 2.972 -2.745 -4.955 0.079
O 1.077 -0.538 4.347 -0.267
S 0.860 0.154 5.575 0.572
O 1.926 0.286 6.524 -0.292
O -0.400 -0.496 6.308 -0.261
C -0.400 -1.926 6.468 -0.261
C 0.489 -2.385 7.607 -0.078
C 0.156 1.727 5.239 -0.113
H -0.117 -2.396 5.525 0.112
H -1.438 -2.185 6.666 0.119
H 1.540 -2.206 7.386 0.069
H 0.349 -3.453 7.779 0.076
H 0.247 -1.844 8.522 0.081
H -0.673 1.597 4.549 0.087
H 0.934 2.331 4.777 0.074
H -0.168 2.175 6.174 0.067
O 0.125 4.869 5.841 -0.275
S 1.215 5.764 6.075 0.551
O 0.973 7.169 6.191 -0.280
O 2.349 5.502 5.012 -0.269
C 2.002 5.501 3.596 -0.227
C 1.860 6.900 3.037 -0.069
C 2.121 5.225 7.486 -0.122
H 1.099 4.913 3.433 0.115
H 2.821 4.977 3.111 0.125
H 0.989 7.407 3.451 0.073
H 1.743 6.844 1.956 0.086
H 2.738 7.501 3.275 0.080
H 2.339 4.167 7.379 0.072
H 1.491 5.400 8.355 0.073
H 3.034 5.809 7.558 0.072
```

Calculated values
Kohn-Sham gap (eV): 6.79
Maximum force (eV/Å): 1.05
Charge: -1

Entry 2:
Molecular formula: C9H10N2O6
Method: DFT, ωB97M-V/def2-TZVPD

```
27
Properties=species:S:1:pos:R:3:lowdin_charge:R:1
O 0.014 0.831 2.934 0.155
C 0.708 0.263 2.139 -0.515
O 1.206 0.832 1.035 0.105
O 1.072 -1.100 2.259 0.033
O -0.114 -1.857 2.234 0.072
C -0.258 -2.544 1.029 -0.370
O -1.032 -3.451 0.917 0.165
C 0.569 -2.014 -0.137 -0.162
C 1.878 -2.393 -0.364 -0.024
C 2.569 -1.832 -1.422 -0.066
C 1.915 -0.899 -2.212 -0.082
C 0.611 -0.523 -1.973 -0.077
C -0.084 -1.094 -0.918 -0.052
H 0.451 1.119 0.450 0.058
H 2.315 -3.114 0.326 0.129
H 3.607 -2.107 -1.586 0.108
H 2.496 -0.456 -3.022 0.107
H 0.143 0.240 -2.589 0.108
H -1.100 -0.789 -0.691 0.124
C -1.739 2.313 0.035 -0.604
O -0.824 1.591 -0.363 0.014
N -1.759 2.835 1.287 0.189
N -2.797 2.636 -0.754 0.173
H -2.494 3.423 1.631 0.106
H -0.990 2.609 1.897 0.092
H -2.808 2.262 -1.685 0.111
H -3.554 3.219 -0.455 0.103
```

Calculated values
Kohn-Sham gap (eV): 9.76
Maximum force (eV/Å): 1.62

Entry 3:
Molecular formula: C4H6N2O
Method: DFT, ωB97M-V/def2-TZVPD

```
13
Properties=species:S:1:pos:R:3:lowdin_charge:R:1
C -2.176 0.019 -0.116 -0.077
O -1.096 -0.685 0.480 -0.062
C 0.123 -0.184 0.209 -0.363
C 0.537 0.890 -0.525 -0.106
N 1.927 0.960 -0.466 0.043
C 2.313 -0.076 0.225 -0.213
N 1.244 -0.825 0.660 0.124
H -2.172 1.085 0.153 0.098
H -3.082 -0.448 0.270 0.091
H -2.157 -0.073 -1.210 0.098
H -0.044 1.422 -1.251 0.097
H 3.335 -0.367 0.442 0.114
H 1.247 -1.716 1.128 0.156
```

Calculated values
Kohn-Sham gap (eV): 9.08
Maximum force (eV/Å): 0.72
Relative energy (zero: lowest compared OMol25 entry of this formula, charge and spin) (kcal/mol): 28.9

Entry 4:
Molecular formula: C4H7N3O5
Method: DFT, ωB97M-V/def2-TZVPD

```
19
Properties=species:S:1:pos:R:3:lowdin_charge:R:1
C 2.405 0.733 0.206 -0.325
C -0.964 1.398 0.156 -0.442
C -0.436 -1.588 -0.890 -0.122
C -0.394 -1.383 0.670 -0.550
N 1.301 1.125 0.015 0.124
N -0.726 2.676 -0.244 0.176
N 0.051 0.601 0.348 0.051
O 3.548 0.586 0.167 0.186
O -2.184 1.045 0.565 0.148
O 0.770 -1.510 -1.677 -0.024
O 0.792 -1.695 1.139 0.142
O -1.408 -1.241 1.359 0.043
H -1.002 -0.945 -1.468 0.103
H -0.809 -2.554 -0.972 0.107
H 0.262 2.882 -0.351 0.093
H -1.140 3.008 -1.068 0.091
H 1.371 -1.543 -0.950 0.040
H 0.604 -1.783 2.057 0.126
H -2.042 0.188 0.938 0.032
```

Calculated values
Kohn-Sham gap (eV): 9.75
Maximum force (eV/Å): 3.46
Relative energy (zero: lowest compared OMol25 entry of this formula, charge and spin) (kcal/mol): 2.7